Entry 1:
The following is a quantum chemistry calculation of a structure of composition C18H29ClNO2P2W, from OMol25.

```
! RIJCOSX wB97M-V def2-TZVPD def2/J DEFGRID3
* xyz 3 3
W -0.38125 0.08061 0.56457
P 1.91104 -0.43887 0.48722
C 2.09352 -0.91218 -1.21142
C 0.96642 -1.35996 -1.93045
N -0.27655 -1.11408 -1.31071
C -1.42026 -1.60584 -1.85901
C -1.39244 -2.45082 -2.96934
C -0.19520 -2.62977 -3.65852
C 0.96107 -2.03612 -3.18809
C -2.68910 -1.09325 -1.23180
P -2.42362 0.62151 -0.59686
H 1.93776 -2.13266 -3.68295
H -2.31513 -2.88906 -3.34279
H -0.14462 -3.26935 -4.54095
H -3.49372 -1.01312 -1.98210
H -3.06170 -1.70293 -0.39891
H 3.08454 1.18440 -2.54330
H 3.07655 -1.02838 -1.66020
H 1.19180 2.53802 -1.71353
O 2.72588 2.09475 -2.61775
H 2.58182 2.22077 -3.59727
H 0.11241 1.64936 -0.42235
O 0.40543 2.71572 -1.18565
H 0.62554 3.36713 -0.44657
C -2.30946 1.57106 -2.13035
H -3.27271 1.48212 -2.66601
H -2.16323 2.62296 -1.83703
H -1.50279 1.26718 -2.82867
C -3.88880 1.17819 0.25798
H -3.65738 2.04116 0.88805
H -4.63778 1.46874 -0.48471
H -4.27815 0.37355 0.88835
C 2.44186 -2.01769 1.21952
H 3.54120 -2.06824 1.18282
H 2.06353 -2.08456 2.24236
H 2.03629 -2.83492 0.60580
C 3.22196 0.77248 0.96496
H 2.97994 1.19347 1.95101
H 4.18693 0.24353 1.03218
H 3.30971 1.59264 0.23467
Cl 1.68577 2.23439 4.05143
C 0.54902 0.94555 3.83238
C 0.97988 -0.29772 4.28925
C 0.36137 -1.47323 3.83992
C -0.74110 -1.43450 2.99906
C -1.28312 -0.19384 2.64196
C -0.58779 1.03876 2.99524
C -0.58728 1.91342 1.80262
H 1.85686 -0.39501 4.91223
H 0.76523 -2.46697 4.13010
H -1.23084 -2.33449 2.57910
H -2.31674 -0.11382 2.23477
H -1.58776 2.28903 1.52559
H 0.18519 2.69091 1.68414
*
```

Computed properties:
HOMO-LUMO gap (spin up / spin down) ... 5.93 / 6.06 eV

Mulliken population analysis, charges in e, atoms 1 to 6: atom 1 (W): 0.4547, atom 2 (P): 0.6751, atom 3 (C): -1.4311, atom 4 (C): 1.1973, atom 5 (N): 0.0242, atom 6 (C): 0.7680

---

Entry 2:
The following is a quantum chemistry calculation of the ion C4H5N2 with charge +1, from OMol25.

```
! RIJCOSX wB97M-V def2-TZVPD def2/J DEFGRID3
* xyz 1 1
C 3.05982 -0.92460 -0.10482
C 2.24953 -0.10361 0.22367
C 0.12802 0.83783 -0.06073
C -1.65667 -0.82124 0.04744
N -0.37869 -0.31259 -0.10920
N 1.48138 0.92167 -0.01382
H -0.61897 1.66921 0.15859
H -2.15002 -0.86630 -1.04586
H -1.74312 -1.93431 0.28792
H -2.17780 -0.32086 0.84955
H 1.80650 1.85481 -0.23275
*
```

Computed properties:
HOMO-LUMO gap (spin up / spin down) ... 7.51 / 6.03 eV

Mulliken population analysis, charges in e, atoms 1 to 6: atom 1 (C): -0.1063, atom 2 (C): 0.1335, atom 3 (C): 0.1795, atom 4 (C): -0.7115, atom 5 (N): -0.0758, atom 6 (N): -0.0669

---

Entry 3:
The following is a quantum chemistry calculation of a cluster of 3 separate species, C5H12O2 in total, from OMol25.

```
! RIJCOSX wB97M-V def2-TZVPD def2/J DEFGRID3
* xyz 0 1
C 0.73643 -0.21275 0.01865
C 1.05053 -1.63253 -0.40676
C 0.62291 -0.04613 1.51320
O 1.61135 0.77022 -0.48070
H 2.04480 0.45809 -1.28460
H -0.23803 -0.05320 -1.07995
H 1.96954 -1.98548 0.06774
H 1.18377 -1.70460 -1.49140
H 0.22259 -2.28280 -0.12328
H 0.46998 0.99911 1.77887
H -0.20214 -0.64341 1.89945
H 1.54708 -0.38002 1.99293
C -1.60735 1.56504 -0.11103
C -1.35386 0.10812 -0.39184
O -1.98949 -0.84905 -0.00480
H -1.02741 0.14483 -1.80026
H -0.77348 2.17844 -0.45000
H -2.52417 1.87836 -0.60987
H -1.74304 1.68775 0.96363
*
```

Computed properties:
HOMO-LUMO gap ... 8.79 eV

Mulliken population analysis, charges in e, atoms 1 to 6: atom 1 (C): 0.9243, atom 2 (C): -1.4551, atom 3 (C): -1.6429, atom 4 (O): -0.5519, atom 5 (H): 0.3558, atom 6 (H): -0.0354

---

Entry 4:
The following is a quantum chemistry calculation of an isolated molecule of C4H7N3, from OMol25.

```
! RIJCOSX wB97M-V def2-TZVPD def2/J DEFGRID3
* xyz 0 1
N 1.70378 -0.59410 -1.64083
C 0.75301 -0.59518 -0.64055
C -0.32583 0.30820 -0.19455
C -0.09288 0.88138 1.15446
N -0.96417 1.86296 1.37940
C -0.98096 -1.08951 0.39928
N 0.30814 -1.63141 0.01996
H 1.63216 -1.36867 -2.29105
H 1.79292 0.28974 -2.12041
H -0.77670 0.95977 -0.96746
H -1.03819 2.25457 2.30755
H -1.63219 2.23592 0.70106
H -1.07411 -1.17061 1.50046
H 0.77775 -2.49217 0.26642
*
```

Computed properties:
HOMO-LUMO gap ... 7.49 eV

Mulliken population analysis, charges in e, atoms 1 to 6: atom 1 (N): -0.5057, atom 2 (C): 0.2472, atom 3 (C): 0.2057, atom 4 (C): -0.7867, atom 5 (N): -0.1788, atom 6 (C): -0.6641

---

Entry 5:
The following is a quantum chemistry calculation of a cluster of 4 separate species, C23H55BO4 in total, from OMol25.

```
! RIJCOSX wB97M-V def2-TZVPD def2/J DEFGRID3
* xyz 0 1
C -5.63553 3.70112 -7.22542
C -4.65486 2.82948 -6.23310
C -3.05813 2.82399 -6.73120
B -2.22416 3.62484 -5.56261
C -0.90168 3.08705 -4.74950
C -0.75399 1.46166 -4.64041
C -2.11890 0.64572 -4.26674
C -2.95818 1.20423 -2.98055
C -2.06132 1.79177 -1.74495
C -2.60182 3.30853 -1.42580
C -2.52277 3.74949 0.15688
O -3.64983 4.71918 0.36103
C -3.30788 6.04027 -0.18826
H -4.97024 4.35304 -7.95382
H -6.26366 4.45286 -6.54786
H -6.37461 2.98263 -7.79104
H -4.70068 3.37318 -5.17209
H -5.01425 1.72761 -6.03596
H -2.65263 1.74806 -6.95291
H -2.97827 3.48245 -7.71349
H -2.64574 4.69840 -5.23555
H -0.76189 3.57947 -3.67135
H 0.04517 3.46744 -5.37007
H -0.36026 1.03289 -5.67933
H 0.10578 1.19136 -3.85780
H -1.78370 -0.46759 -3.99577
H -2.88316 0.52178 -5.16473
H -3.58960 0.28045 -2.56400
H -3.76969 1.95805 -3.40350
H -2.34201 1.13651 -0.78707
H -0.90258 1.69184 -1.86808
H -3.76060 3.32887 -1.70956
H -2.08904 4.15981 -2.04323
H -1.53675 4.35850 0.32026
H -2.62603 2.85128 0.90897
H -3.07831 6.05882 -1.33577
H -4.27858 6.71895 -0.04075
H -2.39683 6.55695 0.35807
C 4.31368 0.64089 -0.08062
C 3.54965 1.85896 -0.56905
O 2.13894 1.65482 -0.63861
C 1.48485 1.32802 0.58450
C 1.63398 2.39318 1.65649
H 4.11212 -0.22166 -0.72469
H 5.39087 0.83923 -0.08655
H 4.03132 0.36250 0.93677
H 3.88050 2.09882 -1.58482
H 3.77346 2.73954 0.04305
H 1.82597 0.35211 0.94596
H 0.42114 1.21311 0.34914
H 2.67846 2.54232 1.94110
H 1.07916 2.10991 2.55679
H 1.25295 3.35523 1.29598
C 3.98750 -4.08300 2.10133
C 2.90133 -3.28992 2.80650
O 2.37514 -2.22224 2.01924
C 1.76388 -2.58676 0.78469
C 0.57857 -3.52205 0.94664
H 4.81016 -3.42463 1.80260
H 4.38294 -4.86021 2.76412
H 3.61553 -4.57192 1.19862
H 3.32586 -2.83373 3.70674
H 2.09014 -3.94313 3.14627
H 2.51075 -3.00847 0.10369
H 1.41674 -1.65684 0.32118
H 0.86916 -4.47526 1.39510
H 0.12376 -3.73494 -0.02621
H -0.17839 -3.07156 1.59837
C 2.04600 -7.53150 7.68951
C 2.64133 -6.77520 6.51495
O 1.75397 -5.80962 5.95207
C 1.31521 -4.76937 6.82156
C 2.44783 -3.92454 7.37779
H 1.11914 -8.03342 7.39210
H 2.75187 -8.28538 8.05440
H 1.80587 -6.86823 8.52299
H 2.87286 -7.48841 5.71714
H 3.59035 -6.30101 6.78822
H 0.69908 -5.18465 7.62614
H 0.65453 -4.12577 6.23048
H 3.13495 -4.51470 7.98916
H 2.05174 -3.11818 8.00349
H 3.03233 -3.48327 6.56273
*
```

Computed properties:
SMILES ... CCCBCCCCCCCOC.CCOCC.CCOCC.CCOCC
HOMO-LUMO gap ... 10.23 eV

Mulliken population analysis, charges in e, atoms 1 to 6: atom 1 (C): -0.9359, atom 2 (C): -0.0485, atom 3 (C): -0.5999, atom 4 (B): 0.0766, atom 5 (C): -0.4365, atom 6 (C): -0.3916

---

Entry 6:
The following is a quantum chemistry calculation of a cluster of 11 separate species, C30H60Br14O8 in total, from OMol25.

```
! RIJCOSX wB97M-V def2-TZVPD def2/J DEFGRID3
* xyz 1 2
O -19.87284 -14.06337 15.00106
C -18.93092 -13.72583 15.67944
O -17.81769 -14.41225 15.99263
C -17.77791 -15.80956 15.68624
C -16.64365 -16.41372 16.55439
C -18.84275 -12.39108 16.32935
H -17.55231 -16.05525 14.64853
H -18.72514 -16.26373 15.97705
H -15.69725 -15.90027 16.38468
H -16.44473 -17.47757 16.42494
H -16.74891 -16.25323 17.62736
H -18.13269 -11.78340 15.76842
H -18.54318 -12.51581 17.36992
H -19.82576 -11.92793 16.41472
O -13.20060 -16.05399 17.95489
C -13.13911 -14.92847 18.39413
O -13.15998 -13.74556 17.77417
C -13.16911 -13.66682 16.32258
C -14.33365 -12.75130 15.97581
C -12.90010 -14.73353 19.86448
H -13.34841 -14.61411 15.81405
H -12.23589 -13.30862 15.88795
H -15.29172 -13.23243 16.17259
H -14.21901 -12.30106 14.98979
H -14.49532 -11.87392 16.60205
H -12.58913 -15.67177 20.32393
H -13.84837 -14.40812 20.29225
H -12.01294 -14.11230 19.98747
O -17.23751 -18.57853 13.82812
C -17.65273 -17.94141 12.82816
O -16.96932 -17.24973 11.85804
C -15.53990 -17.23466 11.98053
C -14.83644 -16.49740 10.84727
C -19.13259 -17.66996 12.81732
H -15.19737 -18.25803 12.13380
H -15.26548 -16.56723 12.79744
H -15.28557 -15.55038 10.54805
H -14.79178 -17.16857 9.98958
H -13.78915 -16.31695 11.08959
H -19.44153 -17.54593 11.77940
H -19.25805 -16.67847 13.25241
H -19.68809 -18.51618 13.22158
O -7.64975 -15.44225 12.78178
C -8.21705 -14.83772 11.85138
O -9.42035 -15.20425 11.29000
C -10.04156 -16.37898 11.68447
C -11.09079 -16.91205 10.70796
C -7.56172 -13.68053 11.10180
H -10.40909 -16.27382 12.70523
H -9.35969 -17.19111 11.93664
H -10.65837 -17.49983 9.89825
H -11.66813 -16.13391 10.20867
H -11.81578 -17.56116 11.19902
H -6.61885 -13.37981 11.55860
H -8.11852 -12.74444 11.05932
H -7.24352 -13.99888 10.10907
Br -10.06625 -18.29524 19.59597
C -11.84830 -18.77303 20.27316
C -12.17180 -20.26500 19.94301
Br -11.93895 -20.62713 17.97445
H -12.55441 -18.11780 19.76307
H -11.84231 -18.49499 21.32708
H -13.13689 -20.64726 20.27556
H -11.52914 -20.99506 20.43503
Br -16.46026 -21.19902 10.79993
C -14.60982 -21.40070 10.16282
C -13.98208 -20.04174 9.77608
Br -12.10696 -20.42985 9.20766
H -14.58066 -22.12526 9.34902
H -14.06343 -21.69611 11.05852
H -13.94510 -19.36263 10.62787
H -14.51611 -19.60360 8.93291
Br -7.32882 -18.09026 16.87308
C -8.01826 -16.37615 16.18937
C -9.47883 -16.45208 15.91087
Br -10.18544 -14.68699 15.37800
H -7.48293 -16.15270 15.26656
H -7.81104 -15.60682 16.93321
H -9.95266 -16.81308 16.82370
H -9.68553 -17.17333 15.12019
Br -12.49548 -17.46614 13.93021
C -12.73148 -18.68850 15.51650
C -14.05878 -19.42024 15.27727
Br -13.91627 -20.91771 13.92093
H -12.57088 -18.15616 16.45401
H -11.93538 -19.43068 15.45723
H -14.84460 -18.73336 14.96297
H -14.48456 -19.88184 16.16818
Br -16.69842 -22.96830 15.82831
C -17.16562 -22.01016 14.19976
C -18.63582 -21.88948 13.95935
Br -19.35243 -23.23078 12.70101
H -16.80443 -22.55587 13.32808
H -16.63283 -21.06162 14.26702
H -18.88768 -20.95941 13.44981
H -19.25536 -21.90412 14.85603
Br -8.03425 -22.47295 16.73359
C -8.63158 -20.97859 15.58917
C -9.66123 -21.54934 14.58046
Br -10.07651 -20.19575 13.22339
H -7.78054 -20.56560 15.04763
H -9.11361 -20.19051 16.16768
H -10.53883 -21.94192 15.09408
H -9.25827 -22.38718 14.01148
Br -18.15296 -17.86596 19.82531
C -17.80284 -19.79568 19.97152
C -16.81057 -20.23934 18.98623
Br -15.23642 -19.04721 18.82145
H -18.77619 -20.25049 19.78760
H -17.49656 -20.08002 20.97822
H -17.27765 -20.40328 18.01512
H -16.54805 -21.23852 19.33382
*
```

Computed properties:
HOMO-LUMO gap (spin up / spin down) ... 8.38 / 2.37 eV

Mulliken population analysis, charges in e, atoms 1 to 6: atom 1 (O): -0.5503, atom 2 (C): 0.6759, atom 3 (O): -0.1973, atom 4 (C): 0.0607, atom 5 (C): -0.3129, atom 6 (C): -1.0364

---

Table of max |F| (hartree/bohr), in record order: 0.072 0.110 0.031 0.011 0.052 0.068